{
  "formula": "C38H89AsF6N4O20",
  "method": "ωB97M-V/def2-TZVPD",
  "e_tot_ha": -6059.87270,
  "lumo_energy_ev": -0.101,
  "orbital_gap_ev": 7.746,
  "multiplicity": 1,
  "species": ["C", "C", "N", "C", "C", "N", "C", "C", "H", "H", "H", "H", "H", "H", "H", "H", "H", "H", "H", "As", "F", "F", "F", "F", "F", "F", "C", "C", "O", "C", "O", "O", "C", "H", "H", "H", "H", "H", "H", "H", "H", "C", "C", "O", "C", "O", "O", "C", "H", "H", "H", "H", "H", "H", "H", "H", "C", "C", "O", "C", "O", "O", "C", "H", "H", "H", "H", "H", "H", "H", "H", "C", "C", "O", "C", "O", "O", "C", "H", "H", "H", "H", "H", "H", "H", "H", "C", "O", "C", "C", "N", "C", "C", "O", "C", "H", "H", "H", "H", "H", "H", "H", "H", "H", "H", "H", "H", "H", "H", "H", "C", "O", "C", "C", "N", "C", "C", "O", "C", "H", "H", "H", "H", "H", "H", "H", "H", "H", "H", "H", "H", "H", "H", "H", "C", "O", "H", "H", "H", "H", "C", "O", "H", "H", "H", "H", "C", "O", "H", "H", "H", "H", "C", "O", "H", "H", "H", "H"],
  "xyz": [[2.249952, 0.634514, 1.504169], [0.809132, 1.233534, 1.243179], [0.031892, 0.364494, 0.374459], [0.360122, -0.122416, -0.981401], [-0.459648, -1.252236, -1.229291], [-1.428438, -1.282066, -0.225481], [-1.001138, -0.425546, 0.767219], [-2.585978, -2.156886, -0.107011], [2.292492, -0.413976, 1.209299], [2.515812, 0.642884, 2.561219], [2.987092, 1.121644, 0.865869], [0.892272, 2.190374, 0.727769], [0.248952, 1.384764, 2.165909], [1.217972, 0.305524, -1.478761], [-0.453828, -1.907626, -2.087681], [-1.350388, -0.563146, 1.779879], [-3.111808, -1.988416, 0.832779], [-2.128168, -3.145926, -0.089031], [-3.260168, -2.249836, -0.958441], [3.632252, -2.622786, -2.524011], [3.638612, -3.729846, -3.844501], [4.224732, -1.298376, -3.590871], [3.666962, -1.471906, -1.161581], [3.039182, -3.862946, -1.353861], [5.303312, -2.948166, -2.102371], [1.956752, -2.085606, -2.934241], [2.980512, 1.440444, -5.886881], [3.470832, 1.412524, -4.436011], [3.730732, 2.698364, -3.858591], [3.505212, 2.964824, -2.549151], [2.836522, 2.289494, -1.825291], [4.290362, 4.032104, -2.191691], [4.156822, 4.711594, -0.981281], [2.080882, 2.000554, -6.141911], [2.764712, 0.459744, -6.310871], [3.763052, 1.758524, -6.575751], [4.326152, 0.739604, -4.497081], [2.595332, 1.016094, -3.921771], [4.061542, 5.789794, -1.109801], [5.156712, 4.487284, -0.609781], [3.457982, 4.433094, -0.192511], [-1.811778, 2.496334, -2.897491], [-1.240698, 3.779914, -2.186291], [-2.189728, 4.376794, -1.406371], [-2.124008, 4.436944, -0.035151], [-1.434528, 3.777824, 0.745259], [-2.858218, 5.455264, 0.385369], [-2.742688, 5.948344, 1.774739], [-2.350588, 2.858684, -3.772991], [-2.505828, 1.847784, -2.362911], [-1.005638, 1.920264, -3.351771], [-0.870908, 4.366994, -3.026941], [-0.391498, 3.506924, -1.559841], [-3.266138, 5.368344, 2.534799], [-3.047308, 6.994904, 1.770189], [-1.735418, 6.038334, 2.181439], [-4.918448, -4.724216, 2.851979], [-3.569958, -4.971586, 2.207999], [-2.822678, -3.839276, 2.602909], [-1.495438, -3.820946, 2.477329], [-0.877948, -2.792346, 2.683359], [-0.936618, -5.038016, 2.291629], [0.449452, -5.225306, 2.426799], [-5.586788, -3.935056, 2.507509], [-4.647398, -4.415856, 3.861699], [-5.547578, -5.599466, 2.689979], [-3.617568, -4.976546, 1.119049], [-3.247668, -5.959316, 2.537589], [0.868962, -4.440876, 1.796889], [0.950062, -6.106716, 2.026039], [0.985482, -4.834226, 3.291579], [0.938742, 8.598564, 1.425279], [1.704872, 7.300134, 1.585799], [0.909362, 6.248984, 2.162059], [1.640812, 5.173224, 2.569139], [2.789042, 4.866524, 2.156529], [0.944482, 4.566134, 3.551709], [1.470952, 3.489844, 4.220669], [0.919162, 9.159434, 2.359699], [-0.086248, 8.357404, 1.143639], [1.491012, 9.190974, 0.695789], [2.666462, 7.409364, 2.087309], [1.938242, 6.968564, 0.574019], [0.834882, 3.404514, 5.101709], [2.465002, 3.702784, 4.613889], [1.488292, 2.502004, 3.760249], [-7.167598, -0.168506, 3.263819], [-5.987748, 0.217524, 2.673849], [-6.189438, 0.916514, 1.422579], [-4.909088, 1.555654, 0.899069], [-5.274338, 2.200984, -0.413751], [-5.420868, 1.225684, -1.539211], [-5.966938, 2.015544, -2.730061], [-7.205848, 2.562694, -2.457581], [-7.835548, 3.304784, -3.451441], [-7.909408, -0.597516, 2.590189], [-7.671058, 0.714244, 3.657999], [-6.823178, -0.835276, 4.054309], [-6.820118, 1.762384, 1.696179], [-6.796928, 0.331604, 0.731969], [-4.215708, 0.718164, 0.821989], [-4.436438, 2.334284, 1.497779], [-6.165738, 2.671794, -0.475901], [-6.171038, 0.439004, -1.458721], [-4.507918, 0.785734, -1.940541], [-6.068978, 1.328644, -3.570211], [-5.204448, 2.749714, -2.990291], [-8.870778, 3.412614, -3.127751], [-7.960258, 2.641054, -4.307011], [-7.516218, 4.313274, -3.714261], [10.698132, -1.090246, -0.123781], [9.379232, -1.382926, 0.332789], [8.460842, -0.323356, 0.121929], [7.005282, -0.900566, 0.247439], [6.695702, -1.227336, 1.741639], [5.245202, -1.500086, 1.926889], [4.836132, -2.876196, 1.444159], [4.841722, -3.748896, 2.560139], [4.518222, -5.162356, 2.324929], [11.389912, -1.715766, 0.440359], [11.112302, -0.082146, -0.106141], [10.681952, -1.448496, -1.153101], [8.424682, 0.044604, -0.903451], [8.655892, 0.541804, 0.755619], [6.902642, -1.721906, -0.461761], [6.285122, -0.188266, -0.155191], [7.241102, -2.019906, 2.048999], [4.726952, -0.625916, 1.532769], [5.093232, -1.496726, 3.006239], [5.432472, -3.299936, 0.636139], [3.838922, -2.867986, 1.004139], [3.813852, -5.369366, 1.519259], [4.032402, -5.578836, 3.207329], [5.474682, -5.675356, 2.224399], [-0.779668, -5.898546, -1.163311], [-2.055358, -5.926226, -0.485571], [-0.770258, -4.890606, -1.578131], [0.101882, -6.000326, -0.530381], [-0.808048, -6.586016, -2.008701], [-2.028578, -6.813606, -0.120261], [-5.299368, -4.303606, -2.919331], [-5.474848, -3.280556, -1.939951], [-4.277798, -4.616316, -2.703201], [-5.967398, -5.122226, -2.651571], [-5.313568, -4.048506, -3.978961], [-6.412388, -3.363126, -1.750741], [2.062392, -2.204666, 4.391289], [2.515512, -3.173496, 5.402219], [2.229992, -2.423676, 3.336759], [0.974422, -2.173316, 4.449849], [2.648212, -1.292706, 4.506399], [3.436852, -3.012476, 5.618599], [-3.301438, -1.617876, -4.164251], [-4.120368, -1.173046, -3.112811], [-2.739018, -2.534556, -3.986831], [-3.918328, -1.792416, -5.045781], [-2.590008, -0.846386, -4.458821], [-4.795098, -1.806566, -2.857871]],
  "forces_ev_per_a": [[-0.94, -0.09, -0.41], [1.47, -0.12, -0.09], [-1.96, -3.61, -2.55], [-1.05, -1.42, 2.24], [0.55, 3.33, 0.32], [1.95, 1.88, 1.14], [0.06, -0.05, -1.20], [0.84, -1.60, 0.16], [-0.24, -0.11, -0.05], [0.08, 0.40, -0.09], [0.01, 0.22, 0.30], [-0.06, 0.03, 0.16], [-0.08, -0.10, -0.16], [-0.03, -0.21, -0.15], [-0.10, 0.17, 0.05], [-0.23, 0.50, -0.04], [0.09, 0.15, -0.22], [-0.29, -0.43, 0.43], [0.12, 1.12, -0.11], [0.30, 1.62, 0.82], [-0.12, 0.08, 0.44], [-0.55, -1.19, 0.70], [-0.54, -0.38, -0.64], [0.30, 0.96, -1.32], [-0.68, -0.44, -0.34], [1.06, -0.66, 0.50], [0.47, 0.75, -1.17], [-2.13, -0.76, -0.76], [0.81, 1.21, 0.06], [1.47, -0.25, -0.83], [-0.67, 0.20, 0.69], [-2.11, -1.39, -2.49], [1.51, 0.16, 1.65], [0.02, 0.41, 0.54], [0.06, -0.51, 0.85], [0.15, 0.51, 0.08], [0.07, 0.36, 1.08], [0.63, -0.58, 0.63], [-0.03, -0.07, -0.52], [-0.03, 0.71, 0.97], [-0.41, -0.73, -0.65], [0.16, 0.99, -0.60], [1.26, -3.57, -0.61], [-1.93, 1.83, 2.31], [1.99, -0.42, 0.97], [-0.92, 0.37, -2.08], [-0.53, 0.87, 0.62], [0.65, 0.08, -0.12], [-0.37, 0.02, -0.01], [0.33, 0.17, 0.49], [0.21, -0.15, 0.38], [-0.27, 0.82, 0.46], [0.19, -0.06, -0.03], [-0.47, -0.19, -0.60], [-0.68, -0.32, -0.39], [0.49, -0.64, -0.77], [-0.42, -0.01, -0.14], [-1.85, 0.10, -0.97], [1.46, -0.11, -0.23], [1.42, 0.27, 1.39], [-0.34, -0.88, -0.64], [-1.72, -0.72, 0.54], [2.53, 3.03, -1.37], [0.69, 0.49, -0.65], [-0.67, -0.74, 0.43], [0.15, -0.33, 0.88], [0.07, -0.14, -0.04], [0.73, 0.39, 0.26], [0.30, 0.05, -0.80], [-1.30, -0.58, 0.30], [-1.01, -0.74, 1.19], [0.16, -0.50, 1.02], [0.37, -0.21, -1.54], [0.81, -0.69, 1.03], [2.42, -0.18, -0.62], [-3.85, 0.83, 1.41], [-0.40, 1.51, -2.29], [0.84, -1.16, 2.22], [-0.14, 0.03, 0.02], [0.07, 0.32, -0.36], [-0.40, 0.04, -0.14], [-0.21, -0.04, 0.33], [0.22, -0.14, -0.08], [-0.05, -0.17, 0.00], [0.19, 0.02, -0.29], [-0.11, 0.35, -0.73], [-0.29, 0.31, 0.73], [1.38, 0.19, -2.19], [-0.33, 1.31, 2.53], [-1.46, -0.23, -1.44], [1.30, -2.32, -0.98], [-0.57, 1.48, -0.82], [1.26, -0.51, -0.60], [-0.28, 0.84, 1.59], [-1.64, -0.92, -0.40], [0.18, -0.61, -0.25], [-0.17, 0.14, 0.52], [-0.78, -0.14, 0.13], [-0.50, 0.30, -0.11], [0.58, -0.34, -0.35], [0.50, 0.31, -0.75], [-0.43, -0.27, 0.50], [-0.14, 0.33, 1.10], [0.02, -0.46, 0.91], [0.21, -0.01, 0.68], [0.13, -0.22, -0.32], [-0.09, 0.50, -0.14], [-0.04, 0.20, 0.31], [0.42, 0.32, -0.71], [0.87, -0.17, 0.14], [-0.18, -1.39, -0.57], [0.25, 1.27, 0.50], [-1.99, -0.86, -0.49], [1.18, 0.03, 2.27], [-0.58, 1.09, -2.37], [1.91, -0.13, 0.38], [-1.29, -0.51, -0.70], [-0.61, -1.45, 0.65], [0.61, 1.28, 0.56], [-0.07, -0.07, 0.04], [-0.75, 0.40, 0.33], [0.59, 0.21, -0.31], [0.77, -0.03, -0.47], [-0.06, -0.13, 0.39], [0.19, -0.51, 0.28], [-0.05, 0.38, 0.56], [0.10, -0.16, -0.19], [-0.27, -0.43, -0.37], [-0.26, -0.01, 0.15], [0.55, 0.33, -0.05], [-0.40, 0.15, 0.03], [0.31, 0.42, -0.50], [0.10, 0.40, 0.35], [-0.16, -0.26, -0.48], [-0.92, 1.41, -0.73], [1.02, -0.76, 0.06], [0.47, -0.01, -0.18], [-0.19, -0.29, 0.15], [0.36, -0.18, 0.13], [-0.71, -0.08, 0.44], [1.58, -0.97, 0.92], [-1.06, 0.28, -0.58], [0.04, -0.55, -0.36], [0.04, -0.14, -0.53], [-0.58, 0.52, 0.11], [-0.11, 0.69, 0.46], [0.71, -0.68, 0.55], [-0.74, 0.51, -1.26], [0.51, -1.03, -0.05], [0.17, 0.61, 0.52], [-0.70, 0.47, 0.42], [0.07, 0.08, -0.31], [-0.45, -0.11, -0.87], [0.70, 0.78, 0.32], [0.04, -0.14, 0.42], [0.00, -0.14, -0.28], [-0.05, 0.15, 0.38], [-0.04, -0.44, 0.01]]
}